(A)
12
Properties=species:S:1:pos:R:3:mulliken_charge:R:1 method="wB97M-V/def2-TZVPD" homo_energy_ev=-8.27 orbital_gap_ev=8.333 charge=0
C 0.2202 0.4994 -0.2669 0.36
H -0.1073 -0.7853 1.9453 0.31
H 0.8539 -2.0406 0.7009 0.34
H -2.6419 -1.3250 -0.5496 0.38
H 2.9460 1.7633 -0.6212 0.36
N -0.0358 -1.5260 1.0544 -0.59
N -0.3401 -0.7933 -0.0933 0.19
N -1.5919 -0.5148 -0.4930 -0.21
N -1.9750 0.8132 -0.4841 -0.22
N -0.8917 1.4706 -0.2496 -0.21
N 1.5396 0.5820 -0.4274 -0.40
O 2.0241 1.8567 -0.5154 -0.32

***

(B)
12
Properties=species:S:1:pos:R:3:mulliken_charge:R:1 method="wB97M-V/def2-TZVPD" homo_energy_ev=-9.07 smiles="Nn1nnn(N)c1=O" orbital_gap_ev=9.626 charge=0
N 2.4001 0.1002 0.0781 -0.63
N 1.0526 -0.3125 0.3032 0.61
N 0.6758 -1.5398 0.0135 -0.39
N -0.6298 -1.5546 -0.0536 -0.44
N -1.0248 -0.2366 -0.0448 0.61
N -2.3684 0.1091 -0.0063 -0.61
C 0.0057 0.6251 0.0845 0.40
O 0.1667 1.8208 0.0144 -0.63
H 2.8150 -0.6522 -0.4732 0.29
H 2.2089 0.9263 -0.5203 0.26
H -2.4864 1.1133 -0.1255 0.27
H -2.8153 -0.3991 0.7300 0.24

***

Which structure wins on stability? (B) wins.

***

(A)
7
Properties=species:S:1:pos:R:3:mulliken_charge:R:1 method="wB97M-V/def2-TZVPD" homo_energy_ev=-9.43 orbital_gap_ev=8.020 charge=0
C 1.3492 0.0399 -0.0340 -0.55
P -0.3182 0.2347 0.0321 0.61
Cl -1.1401 0.9697 1.6548 -0.11
Cl -1.0974 1.1626 -1.4347 -0.09
Cl -1.9594 -1.8889 -0.0749 -0.45
H 1.5479 -0.1912 -1.0694 0.29
H 1.6180 -0.3268 0.9262 0.30

***

(B)
7
Properties=species:S:1:pos:R:3:mulliken_charge:R:1 method="wB97M-V/def2-TZVPD" homo_energy_ev="-8.78 / -8.75" orbital_gap_ev="7.582 / 7.529" charge=0
C -2.6174 -0.0987 0.0289 0.15
P -0.0783 0.9821 0.0055 0.02
Cl -3.4075 1.1069 -0.9219 -0.12
Cl -2.7835 -1.5120 -0.8052 -0.10
Cl -2.9550 -0.1725 1.7011 -0.09
H -0.2383 1.7246 1.3064 0.07
H -0.7094 1.9280 -0.8418 0.06

***

Which structure wins on stability? (A) wins.

***

(A)
25
Properties=species:S:1:pos:R:3:mulliken_charge:R:1 method="wB97M-V/def2-TZVPD" homo_energy_ev="-11.42 / -11.42" orbital_gap_ev="7.281 / 7.281" charge=+1
C 2.4321 -1.1303 0.7425 -0.73
N 0.9885 -1.3538 0.5413 -0.17
C 0.3166 -0.5914 -0.4252 0.65
C 0.7504 -0.1739 -1.7576 -1.49
N -1.1199 -0.9389 -0.4440 -0.30
C -2.2237 -0.3914 0.2191 0.38
N -3.2769 -1.1971 0.5435 -0.44
N -2.2359 0.8891 0.2856 -0.41
C -1.2019 1.6835 0.1925 -0.13
C 0.1203 1.3786 0.7339 -0.24
N 1.2412 2.1853 0.4208 -0.42
H 2.9469 -2.0367 1.1892 0.31
H 2.7082 -0.8170 -0.2136 0.31
H 2.6699 -0.2146 1.3791 0.22
H 0.4146 -1.6119 1.2759 0.24
H 1.3984 -0.8614 -2.3668 0.37
H 1.2454 0.7790 -1.6843 0.40
H -0.1870 -0.0127 -2.3217 0.43
H -1.2174 -1.7297 -1.0824 0.29
H -4.0615 -0.7694 0.9668 0.27
H -3.6655 -1.8227 -0.1519 0.26
H -1.2751 2.3593 -0.6785 0.33
H 0.2207 0.9508 1.7144 0.41
H 1.9808 2.4344 1.1164 0.24
H 1.0308 2.9929 -0.1950 0.23

***

(B)
25
Properties=species:S:1:pos:R:3:mulliken_charge:R:1 method="wB97M-V/def2-TZVPD" homo_energy_ev=-11.86 orbital_gap_ev=8.521 charge=+1
C -0.1310 -0.2285 -2.1136 -0.44
C -0.0234 2.0476 -1.3168 0.52
N 0.2063 1.1867 -2.3647 -0.25
N 0.6848 2.0890 -0.2181 -0.23
N -0.8994 3.0222 -1.5523 -0.37
H 0.8886 1.4842 -3.0406 0.25
H 1.3254 1.3539 0.0398 0.19
H 0.7366 2.8743 0.3757 0.22
H -1.5726 2.8349 -2.2423 0.26
H -1.2495 3.6298 -0.8475 0.23
H 0.1693 -0.8385 -2.9564 0.38
H -1.2127 -0.3119 -2.0671 0.24
H 0.3935 -0.5981 -1.2390 0.01
C -0.9743 -0.4318 2.8176 -1.07
C -0.3157 -2.5263 1.3338 -0.50
C -0.2624 -1.2612 1.7896 0.53
C 1.5636 -1.5677 0.6698 -0.41
N 0.8498 -2.7371 0.6218 -0.01
N 0.8807 -0.6440 1.2727 -0.44
H -1.0108 -3.3411 1.4377 0.44
H 1.0598 -3.6597 0.3705 0.16
H -0.3475 -0.1778 3.6708 0.29
H -1.7346 -1.0335 3.3191 0.33
H 2.3303 -1.6272 -0.0953 0.40
H -1.3550 0.4618 2.3349 0.23

***

Which structure wins on stability? (B) wins.

***

(A)
16
Properties=species:S:1:pos:R:3:mulliken_spin:R:1 method="wB97M-V/def2-TZVPD" homo_energy_ev="-7.96 / -13.89" multiplicity=3 orbital_gap_ev="4.375 / 6.797" charge=+1
C -0.7484 -1.4701 -0.5193 0.01
C -0.8512 -1.3474 1.0302 0.02
C -0.6483 0.7295 0.1649 0.08
C -0.7720 2.2241 0.2662 0.02
N -0.5259 -0.0659 -0.8723 0.01
O -1.0219 0.0604 1.2237 -0.01
I 4.1457 -0.1110 -0.4846 1.45
H 0.1997 -1.9464 -0.7649 0.01
H -1.5541 -1.7242 -1.1310 0.00
H -1.7372 -2.0346 1.2537 0.00
H 0.1380 -1.7362 1.6656 -0.02
H -1.6157 2.5942 0.9123 0.00
H -0.6226 2.5392 -0.7632 -0.01
H 0.1842 2.5685 0.7667 0.00
H -0.0907 0.4000 -1.6580 -0.02
H 5.5204 -0.6801 -1.0897 0.47

***

(B)
16
Properties=species:S:1:pos:R:3:mulliken_spin:R:1 method="wB97M-V/def2-TZVPD" homo_energy_ev="-10.63 / -12.96" multiplicity=3 orbital_gap_ev="7.614 / 4.602" charge=+1
C 0.7240 1.6079 0.4436 0.01
C -0.3376 0.5720 0.3756 0.01
C 1.6277 0.6749 -0.3625 0.03
C 0.8355 -1.6433 -0.0360 0.76
N 0.7021 -0.3588 -0.0149 0.71
O -0.1340 -2.3996 0.2444 0.28
I -4.3464 0.7470 -0.4471 0.01
H 0.4649 2.5347 -0.3064 0.00
H 1.0514 1.8946 1.4108 0.01
H -0.8854 0.3421 1.2899 0.05
H -1.1578 0.7147 -0.4011 0.06
H 1.4742 0.9086 -1.4345 0.05
H 2.6911 0.5621 -0.1454 0.02
H 1.7927 -1.9832 -0.4976 0.01
H -4.5175 -0.7822 -0.1937 0.00
H 0.0153 -3.3915 0.0748 -0.01

***

Which structure wins on stability? (A) wins.

***

(A)
27
Properties=species:S:1:pos:R:3:mulliken_charge:R:1 method="wB97M-V/def2-TZVPD" homo_energy_ev=-9.60 smiles=CCC1([Si](C)(C)C)CC1 orbital_gap_ev=10.521 charge=0
C -1.8490 -1.7425 -0.5222 -0.95
C -1.7635 -0.6945 0.6842 -1.46
C -0.8036 0.4649 0.3837 1.11
Si 1.0346 -0.0129 0.0215 0.29
C 1.6416 -1.2247 1.3761 -1.02
C 2.0809 1.5759 -0.0683 -1.18
C 1.2265 -0.7605 -1.7261 -1.07
C -1.3380 1.5036 -0.6002 -0.87
C -1.1494 1.8778 0.8199 -0.51
H -2.9164 -1.7160 -0.6018 0.36
H -1.6089 -2.7247 -0.0280 0.25
H -1.1480 -1.5261 -1.2778 0.29
H -1.5086 -1.1357 1.5324 0.61
H -2.7656 -0.3106 0.6782 0.43
H 2.6875 -1.4085 1.6594 0.40
H 1.1840 -0.8955 2.4523 0.26
H 1.1105 -2.2285 1.1161 0.24
H 3.1525 1.3158 -0.1038 0.33
H 1.7530 2.4519 -0.7858 0.28
H 2.0920 2.1451 0.8809 0.37
H 0.4554 -0.3653 -2.4173 0.39
H 2.2843 -0.4811 -2.1331 0.28
H 1.0514 -1.8884 -1.7005 0.29
H -2.2353 1.3296 -1.0769 0.34
H -0.4257 1.9271 -1.1862 0.12
H -0.2729 2.4434 1.0463 0.18
H -1.9692 2.0805 1.5770 0.24

***

(B)
27
Properties=species:S:1:pos:R:3:mulliken_charge:R:1 method="wB97M-V/def2-TZVPD" homo_energy_ev=-9.20 smiles="C[Si](C)(C)C1=CC1.CC" orbital_gap_ev=10.040 charge=0
C 0.6151 2.0194 0.0383 -0.89
Si 1.7392 0.4126 -0.0259 0.45
C 2.9990 -0.0103 -1.3297 -1.17
C 2.9896 0.2872 1.4377 -1.00
C 0.5280 -1.0495 -0.2057 0.25
C -0.3947 -1.4896 -0.9755 -0.55
C -0.1802 -2.3664 0.1817 -0.59
H 0.6039 2.3716 1.0842 0.31
H 1.1869 2.9137 -0.4960 0.30
H -0.3741 1.8214 -0.3214 0.13
H 3.5786 -0.7860 -1.0097 0.40
H 2.4763 -0.4714 -2.2516 0.30
H 3.5559 0.8782 -1.6600 0.31
H 2.6413 -0.3670 2.2871 0.35
H 4.0340 -0.2358 1.1231 0.24
H 3.1189 1.2870 1.8282 0.28
H -0.8898 -1.4914 -1.9107 0.39
H -0.8324 -2.2467 1.0388 0.24
H 0.5461 -3.1726 -0.0071 0.25
C -3.7926 0.5881 -0.4397 -0.93
C -3.1652 -0.1256 0.7529 -0.43
H -3.0558 0.9593 -1.1000 0.29
H -4.5020 1.4640 -0.2715 0.29
H -4.3526 -0.1619 -1.1044 0.26
H -2.7160 0.5738 1.4289 0.29
H -2.4706 -0.8374 0.5436 -0.11
H -3.8870 -0.7647 1.3644 0.33

***

Which structure wins on stability? (A) wins.